The following is a DFT calculation (ωB97M-V with the def2-TZVPD basis set) of C41H49F3N2O3P2RuSSeSi2 as an isolated structure in a non-equilibrium geometry.

The geometry in XYZ format:
```
105
Properties=species:S:1:pos:R:3:forces:R:3:mulliken_spin:R:1
Ru 0.878 -0.449 1.550 -0.234 0.689 -2.223 1.52
C -1.262 3.231 4.251 0.317 -0.599 -0.345 0.00
Si -0.058 1.931 3.515 0.690 0.670 0.727 -0.01
C -0.181 0.372 4.613 0.036 0.502 -0.712 0.04
C 1.707 2.680 3.694 -0.713 -0.283 0.068 0.00
N -0.234 1.708 1.825 0.561 -2.197 0.400 0.01
P -1.160 1.099 0.669 -0.742 1.025 -1.430 -0.02
C -0.474 0.007 -0.482 1.506 -0.915 2.580 -0.43
P -0.062 -1.659 -0.654 -0.569 -0.082 -1.067 0.06
N 1.378 -2.072 -0.067 -0.711 1.260 1.368 0.06
Si 2.648 -3.105 -0.583 0.952 -0.104 0.260 -0.01
C 2.103 -4.888 -1.033 0.014 0.756 0.230 0.00
C 3.844 -3.201 0.909 -0.449 0.030 -0.632 0.00
C 3.594 -2.443 -2.110 -0.456 -0.186 0.599 0.00
C -1.193 -3.011 -0.178 0.372 0.245 -0.122 -0.01
C -2.360 -3.306 -0.868 0.093 0.153 0.129 0.02
C -3.051 -4.465 -0.569 -0.207 -0.085 -0.077 0.00
C -2.576 -5.325 0.406 -0.034 -0.134 0.086 0.00
C -1.433 -5.011 1.119 -0.007 -0.141 -0.053 0.00
C -0.748 -3.850 0.830 0.194 -0.155 -0.101 -0.01
C 0.026 -1.819 -2.467 0.103 0.016 0.152 -0.03
C -0.189 -2.994 -3.172 -0.083 -0.079 0.102 -0.01
C 0.105 -3.054 -4.523 0.008 -0.158 -0.120 0.00
C 0.614 -1.943 -5.177 -0.005 -0.027 -0.115 0.00
C 0.825 -0.766 -4.478 0.059 0.011 -0.153 0.00
C 0.542 -0.711 -3.128 -0.001 0.225 -0.035 0.01
C -2.899 0.799 1.148 0.441 0.330 -0.087 0.04
C -3.479 1.818 1.887 -0.019 -0.034 0.106 0.00
C -4.781 1.699 2.329 -0.074 0.094 0.092 0.00
C -5.514 0.574 1.992 -0.141 -0.066 0.016 0.00
C -4.944 -0.428 1.225 -0.178 0.105 -0.136 0.00
C -3.632 -0.319 0.800 -0.175 0.287 -0.394 -0.01
C -1.433 2.542 -0.423 -0.028 -0.006 0.159 0.04
C -1.119 3.829 -0.015 0.000 -0.154 0.073 0.00
C -1.349 4.902 -0.860 -0.037 0.208 -0.036 0.00
C -1.897 4.692 -2.113 0.011 0.083 -0.078 0.00
C -2.195 3.403 -2.531 -0.110 -0.030 -0.151 -0.01
C -1.962 2.332 -1.688 -0.011 0.024 0.043 -0.02
H -0.830 3.637 5.159 0.165 0.052 0.254 0.00
H -2.219 2.791 4.511 -0.225 -0.119 -0.001 0.00
H -1.441 4.065 3.580 -0.011 0.193 -0.233 0.00
H 0.199 0.531 5.618 0.153 0.172 0.133 0.00
H 0.391 -0.444 4.160 0.007 0.008 0.174 -0.01
H -1.213 0.043 4.681 -0.091 0.021 0.042 0.00
H 1.747 3.406 4.500 -0.028 0.131 0.254 0.00
H 2.008 3.181 2.779 -0.040 0.037 -0.210 0.00
H 2.457 1.921 3.900 0.108 -0.163 0.022 0.00
H 1.598 -5.387 -0.213 -0.142 -0.056 0.243 0.00
H 2.962 -5.491 -1.305 0.316 -0.046 -0.060 0.00
H 1.427 -4.886 -1.881 -0.166 0.024 -0.206 0.00
H 3.342 -3.593 1.789 -0.187 -0.079 0.113 0.00
H 4.223 -2.211 1.156 0.013 0.160 -0.041 0.00
H 4.691 -3.847 0.703 0.234 -0.171 -0.107 0.00
H 2.995 -2.515 -3.013 -0.218 -0.047 -0.196 0.00
H 4.503 -3.014 -2.273 0.208 -0.189 0.020 0.00
H 3.868 -1.402 -1.981 0.031 0.226 0.137 0.00
H -2.710 -2.632 -1.640 -0.060 -0.023 -0.105 0.00
H -3.956 -4.708 -1.109 -0.066 -0.014 -0.033 0.00
H -3.097 -6.246 0.629 -0.122 -0.040 -0.031 0.00
H -1.075 -5.677 1.890 0.014 -0.035 0.105 0.00
H 0.160 -3.579 1.356 -0.089 -0.182 -0.014 0.01
H -0.597 -3.857 -2.659 0.062 -0.055 -0.063 0.00
H -0.052 -3.977 -5.063 -0.037 -0.048 -0.068 0.00
H 0.844 -1.996 -6.233 0.011 -0.012 -0.047 0.00
H 1.225 0.103 -4.982 0.023 0.051 -0.035 0.00
H 0.707 0.189 -2.548 0.041 0.038 -0.079 0.00
H -2.879 2.685 2.124 -0.070 0.152 0.116 0.00
H -5.226 2.466 2.950 0.007 0.072 -0.029 0.00
H -6.533 0.473 2.340 -0.043 -0.028 0.018 0.00
H -5.518 -1.306 0.973 -0.035 -0.160 -0.006 0.00
H -3.175 -1.112 0.227 0.023 -0.030 -0.017 -0.01
H -0.679 3.966 0.963 0.055 0.070 0.051 0.00
H -1.101 5.907 -0.547 0.027 0.055 0.059 0.00
H -2.086 5.533 -2.770 0.018 -0.001 -0.018 0.00
H -2.610 3.241 -3.516 -0.030 -0.038 -0.064 0.00
H -2.171 1.316 -1.997 -0.055 -0.035 -0.137 -0.01
C 7.421 0.821 5.277 -0.034 -0.062 -0.034 0.00
C 6.344 0.800 4.235 -0.059 0.107 -0.011 0.00
C 6.377 1.645 3.134 -0.020 -0.232 0.162 0.00
C 5.392 1.606 2.165 -0.372 -0.061 -0.121 0.00
C 5.448 2.546 1.000 -0.091 -0.125 0.034 -0.01
C 4.322 0.701 2.290 -0.450 -0.385 0.165 -0.01
Se 3.004 0.681 0.875 -0.489 -0.070 -0.040 -0.06
C 4.262 -0.140 3.410 0.079 0.257 -0.229 0.01
C 3.145 -1.099 3.707 -0.344 0.171 -0.210 -0.03
C 5.276 -0.071 4.356 0.064 0.062 -0.083 0.00
H 8.129 1.624 5.092 0.101 0.080 0.026 0.00
H 7.962 -0.124 5.269 0.144 -0.059 0.075 0.00
H 6.996 0.950 6.271 0.026 0.031 0.106 0.00
H 7.187 2.354 3.028 0.129 0.089 -0.017 0.00
H 6.322 3.190 1.058 0.050 0.032 -0.048 0.00
H 4.543 3.152 0.974 -0.028 0.121 -0.048 0.00
H 5.463 1.978 0.071 0.090 0.072 -0.173 0.00
H 2.394 -1.152 2.884 0.432 -0.130 0.355 0.03
H 2.636 -0.790 4.622 -0.129 -0.046 -0.050 0.00
H 3.538 -2.101 3.864 -0.116 -0.119 -0.100 0.00
H 5.216 -0.720 5.220 0.025 -0.108 0.150 0.00
F -1.405 -2.469 5.362 -0.059 0.061 -0.032 0.00
C -1.298 -2.858 4.085 0.053 0.127 0.129 0.00
F 0.013 -2.784 3.763 0.009 -0.096 0.006 0.00
F -1.627 -4.154 4.050 -0.152 -0.040 -0.112 0.00
S -2.352 -1.786 2.920 0.104 -1.330 1.657 0.01
O -3.037 -0.905 3.819 -0.040 0.286 -0.028 0.00
O -3.158 -2.758 2.242 -0.046 0.008 -0.242 0.00
O -1.295 -1.172 2.129 0.944 0.191 -0.350 -0.14
```
Forces are in eV/Å.

Summary:
net charge: -1
energy above the lowest of the compared OMol25 structures with the same formula, charge and spin: 326.2 kJ/mol
Kohn-Sham gap (alpha / beta): 6.156 / 6.806 eV
electronic energy: -6382.9199 Eh
HOMO level (alpha / beta): -4.79 / -4.75 eV
multiplicity: 2